47
Properties=species:S:1:pos:R:3 method="wB97M-V/def2-TZVPD" total_energy_ha=-1015.33968 homo_energy_ev=-7.83 total_charge=0 smiles=Cc1ccc2[nH]c3c(c2c1)CCN(CCN)[C@@H]3c1cccc(O)c1 lumo_ev=0.7 de_lowest_ev=4.253
H 2.76 1.49 2.06
C -0.81 0.67 0.24
C 0.67 -0.56 1.86
C -2.86 0.08 -0.45
H 0.88 2.78 -0.62
H 0.42 -2.04 4.96
C 1.43 1.80 -0.92
C -2.60 0.50 -2.76
H 0.89 -4.08 3.61
H -2.04 0.66 -3.70
C 0.45 1.34 -1.90
C 4.23 1.00 0.73
H 0.26 1.60 1.72
C -0.74 0.96 -1.04
C 0.89 -3.10 3.24
H -5.37 0.35 -4.55
H -2.22 -0.34 1.61
C -4.76 -0.28 -1.93
C 1.03 -2.94 1.86
O 1.17 -4.12 1.15
N 5.24 1.47 1.64
H 0.87 -3.95 0.28
H 1.12 -1.66 0.19
C -3.88 -0.01 -2.97
H 2.32 2.07 -1.38
H 0.37 0.23 3.68
H 0.27 2.04 -2.79
H -5.73 -0.72 -2.19
C 0.52 0.77 1.07
C 0.97 -1.71 1.24
H 3.13 2.70 0.85
C -4.18 -0.40 -0.64
H 5.10 1.14 2.59
C 0.53 -1.93 3.88
H -4.34 -1.11 -4.78
H 4.52 1.31 -0.24
C -2.10 0.63 -1.49
C -4.36 -0.11 -4.44
C 0.51 -0.69 3.17
H -4.66 -0.82 0.21
C 2.92 1.63 1.05
H -3.67 0.55 -4.94
H 6.19 1.18 1.39
H 4.12 -0.08 0.87
H 0.85 0.41 -2.33
N 1.72 1.09 0.24
N -2.06 0.19 0.67



53
Properties=species:S:1:pos:R:3 method="wB97M-V/def2-TZVPD" total_energy_ha=-1466.96645 homo_energy_ev=-8.47 total_charge=0 smiles="CNC(=O)[C@H](Cc1ccc(O)cc1)NC(C)=O.Nc1ccc(C(=O)O)c(C(=O)O)c1" lumo_ev=0.2 de_lowest_ev=1.128
C 0.16 -0.69 -0.53
C 1.27 3.44 3.94
C -0.20 -2.81 -2.50
C 0.04 4.08 4.12
O -1.91 2.03 0.36
O -3.25 1.91 2.17
H 0.42 1.31 1.46
H 2.12 3.73 4.55
O -2.62 4.90 4.80
H -0.04 4.87 4.87
H 1.52 -4.51 -0.95
C 1.40 2.45 2.99
C -2.08 2.21 1.55
H 0.72 -2.17 2.49
O 3.21 -1.33 2.23
O -3.11 -1.66 -5.50
C -2.33 4.50 3.54
O -3.01 4.82 2.58
C 1.45 -0.20 -0.79
H 1.71 -2.16 -2.35
O -0.98 -3.75 -2.41
C 2.48 -0.43 0.13
H -3.86 1.68 1.46
N -1.91 -1.36 -3.66
C -0.93 -0.55 -1.57
C 1.75 -4.26 -1.99
H 0.10 -0.89 -3.40
N 1.12 -2.98 -2.33
H 2.63 0.93 2.30
C 2.22 -1.15 1.32
C 0.92 -1.63 1.58
H -0.50 -3.19 -5.27
H 2.98 -1.98 2.89
H 1.35 -5.04 -2.64
H -1.89 -0.84 -1.13
H -1.10 -1.80 0.84
H -1.11 -2.41 -6.74
C -0.82 -2.25 -5.70
H 3.48 -0.05 -0.05
C -0.95 2.70 2.37
H -0.03 -1.51 -5.66
H 2.83 -4.20 -2.12
C 0.31 2.09 2.21
H -2.77 -1.07 -3.22
C -2.03 -1.74 -4.93
N 2.62 1.81 2.82
H 1.64 0.37 -1.69
C -0.69 -1.39 -2.84
H -3.45 5.39 4.71
H -1.02 0.50 -1.85
H 3.33 1.95 3.53
C -0.11 -1.41 0.65
C -1.08 3.74 3.34



52
Properties=species:S:1:pos:R:3 method="wB97M-V/def2-TZVPD" total_energy_ha=-1923.39419 homo_energy_ev="-10.84 / -10.88" total_charge=+1 lumo_ev="-5.5 / -5.6" de_lowest_ev=1.273
C -1.85 2.59 0.49
H -0.48 5.28 -0.54
H 1.96 -5.87 -5.02
C 0.75 -2.08 -0.52
Os -0.02 0.18 1.46
N 1.79 -1.33 -0.28
H -2.16 3.63 -2.57
C -4.22 4.39 0.93
H -4.89 3.53 0.88
H 4.14 -0.75 -0.36
H -1.77 6.46 -0.32
C 3.69 2.51 1.68
H -1.09 5.63 1.07
H -3.72 2.95 -2.14
H 0.17 -7.54 -5.27
H -3.93 4.52 1.97
C 0.12 -6.81 -4.47
N 0.86 -3.14 -1.25
H -2.29 1.06 5.88
H 6.10 0.67 0.16
H -4.78 5.27 0.62
H -3.57 4.67 -2.45
C 0.00 -4.96 -2.42
O -1.66 0.25 4.12
C -3.07 3.81 -2.01
C 5.12 0.96 0.50
H 5.82 2.73 1.49
N 1.66 -0.26 0.45
C 1.09 -4.95 -3.30
H 3.57 3.41 2.24
O 0.56 0.26 3.69
C -0.63 0.19 3.36
C -0.95 -6.84 -3.58
C -1.28 1.59 0.90
H -0.51 0.95 5.72
C -1.02 -5.92 -2.55
C -1.38 5.51 0.03
Si -2.68 4.13 -0.17
H 1.86 -4.21 -3.17
H -1.85 -5.92 -1.86
C 2.75 0.54 0.65
S -0.86 -1.56 0.19
C 1.14 -5.87 -4.33
C 4.96 2.12 1.25
C 4.03 0.17 0.20
H -0.91 -4.03 -0.82
H -1.47 -0.53 6.04
C -1.46 0.44 5.54
N -0.09 -4.03 -1.43
H -1.74 -7.57 -3.70
C 2.60 1.74 1.37
H 1.60 2.06 1.68



50
Properties=species:S:1:pos:R:3 method="wB97M-V/def2-TZVPD" total_energy_ha=-1523.14040 homo_energy_ev=-8.32 total_charge=0 smiles="CCN(CC)C(=O)CSc1nnc(-c2cccnc2)n1Cc1ccccc1" lumo_ev=0.5 de_lowest_ev=1.043
C 2.54 -0.96 -0.08
N 2.20 -2.13 0.38
H -4.16 -1.55 -1.49
C 3.84 -0.34 0.12
N -3.80 -0.50 0.29
C -4.44 0.39 1.24
C -0.75 2.37 -1.26
H -4.31 1.50 -1.51
C 0.16 1.60 -0.56
H -1.32 -2.75 0.31
C -1.93 2.86 0.77
C 1.30 0.92 -1.28
N 0.95 -2.40 -0.02
H -1.12 1.96 2.54
H -5.98 0.36 2.75
H -4.53 0.43 -2.90
N 1.50 -0.42 -0.79
H -2.49 3.61 -1.15
H -2.96 0.54 -2.11
S -1.02 -1.23 -1.47
H -0.66 2.48 -2.33
C 0.03 1.47 0.81
C 0.53 -1.38 -0.70
H 6.32 1.39 -1.39
H 4.10 0.39 -1.90
H -4.88 1.23 0.69
C 4.52 0.33 -0.90
H 0.73 0.87 1.37
O -2.21 -0.96 1.81
H -2.73 -2.76 -0.79
C -4.43 -0.60 -1.01
H -6.28 -0.75 1.41
C -2.69 -1.15 0.70
H 3.99 -0.98 2.17
H -2.74 3.34 1.29
C 6.28 0.73 0.65
C -1.79 3.00 -0.60
H -3.67 0.77 1.90
C 5.76 0.87 -0.62
H 2.23 1.48 -1.11
H -5.51 -0.60 -0.86
C -5.51 -0.33 2.05
H 1.10 0.89 -2.36
C -1.02 2.09 1.48
H -5.05 -1.14 2.62
N 5.65 0.07 1.62
H 7.25 1.14 0.92
C -2.03 -2.13 -0.25
C -4.03 0.54 -1.94
C 4.47 -0.44 1.36



49
Properties=species:S:1:pos:R:3 method="wB97M-V/def2-TZVPD" total_energy_ha=-1206.88824 homo_energy_ev=-8.01 total_charge=0 smiles="COC(=O)c1ccc(C)c(NC(=O)CCc2ccc(OC)c(OC)c2)c1" lumo_ev=0.7 de_lowest_ev=1.141
C -2.45 0.14 1.96
H -0.42 3.23 -3.10
C -0.09 2.05 0.11
H 4.28 -3.26 -3.16
H 5.34 1.21 -1.14
C 2.00 -0.93 -2.98
O -4.83 0.00 3.48
O 0.93 2.00 0.77
C 4.03 -2.24 -2.88
H 1.46 -1.82 0.75
H 0.27 -1.92 -3.66
C 4.32 1.46 -1.43
C -0.19 0.09 -3.08
H 1.59 -0.06 0.81
H 4.18 -2.12 -1.80
H 2.07 2.29 -1.95
N -1.14 1.19 0.26
H 0.67 -0.81 -0.48
H 0.55 3.74 -0.99
C -0.58 2.47 -2.34
H 0.23 -2.52 2.58
C -0.30 -0.81 1.42
C -3.94 -0.80 3.68
C -5.22 -1.79 5.37
C 0.93 -0.89 0.58
H -1.25 0.00 -3.30
H 4.68 -1.54 -3.41
O -4.02 -1.76 4.62
C 0.65 -0.98 -3.28
H -2.00 1.46 -0.18
H -3.22 0.88 1.80
C 0.31 1.29 -2.59
H -6.07 -1.94 4.71
C -0.33 3.10 -0.96
C -1.68 -1.78 3.17
H 3.72 1.63 -0.53
C 1.67 1.36 -2.31
C -2.66 -0.82 2.94
H -1.83 -2.53 3.93
C -1.27 0.17 1.23
C 2.53 0.28 -2.48
H -1.19 3.72 -0.67
H -1.62 2.14 -2.42
H 4.33 2.36 -2.05
C -0.52 -1.76 2.42
H -5.35 -0.85 5.91
H -5.12 -2.62 6.07
O 3.86 0.34 -2.16
O 2.68 -2.08 -3.23



55
Properties=species:S:1:pos:R:3 method="wB97M-V/def2-TZVPD" spin_multiplicity=2 total_energy_ha=-7625.38548 homo_energy_ev="-17.11 / -17.81" total_charge=+3 lumo_ev="-11.8 / -10.1"
N -0.33 -3.90 -0.76
C -1.52 3.72 0.55
C 4.13 1.50 0.15
H 2.21 1.98 0.97
H 5.82 1.76 1.44
N -0.45 1.60 0.83
C -1.09 2.51 0.07
C -3.77 -1.45 1.12
H 4.31 2.26 2.19
H 1.36 1.54 -1.14
C 1.50 -0.18 4.79
C 0.46 0.81 2.88
N 0.37 -1.85 -0.45
H 2.34 -2.16 -1.33
C 4.68 0.39 -0.72
C -0.24 1.89 2.13
H 4.49 -0.59 -0.30
H 4.69 0.53 2.01
C -1.31 4.02 1.90
N 0.73 -0.30 2.13
H -0.50 3.28 3.74
C 1.75 -1.32 4.02
H 0.63 1.78 4.79
H 3.77 2.91 -1.50
C 0.84 0.90 4.20
N 2.67 1.31 0.36
C -1.84 -2.09 0.29
C 0.96 -3.84 -1.25
H 1.53 -2.20 2.08
H -3.42 -3.46 0.52
H 5.76 0.51 -0.79
C 1.39 -2.58 -1.06
C -2.95 -0.38 1.07
Br 2.03 -0.10 6.57
H 2.35 0.19 -1.21
H 4.31 0.43 -1.75
Fe 0.05 -0.13 0.24
N -3.06 -2.53 0.62
H -2.03 4.42 -0.11
H 2.26 -2.17 4.45
C 1.35 -1.33 2.70
C -0.64 -2.69 -0.30
N 1.82 0.80 -0.59
H -3.15 0.63 1.37
N -1.73 -0.79 0.55
H 5.32 3.08 -0.67
C 4.77 1.51 1.54
H -4.79 -1.55 1.44
Br -1.89 5.63 2.62
H 1.44 -4.70 -1.70
H 3.85 3.69 0.11
C -0.66 3.08 2.70
H -0.93 -4.71 -0.80
H -1.26 2.24 -0.97
C 4.25 2.89 -0.52



65
Properties=species:S:1:pos:R:3 method="wB97M-V/def2-TZVPD" total_energy_ha=-10704.94652 homo_energy_ev=-6.83 total_charge=+1 lumo_ev=-4.5
C 1.15 -1.02 -0.22
H -5.46 -2.49 0.49
O -6.34 -4.64 4.06
H -1.43 2.05 -3.57
C 2.01 0.02 -0.25
Br -5.88 2.04 -4.95
C -1.61 2.77 -2.73
C -6.48 -2.46 0.86
C 9.44 4.29 -0.22
H 7.42 3.91 0.40
F -0.89 -1.81 -1.02
O -0.73 3.77 -2.62
C 4.35 0.89 -0.15
N 10.33 2.85 -1.92
H 9.09 1.38 -2.63
Br -7.17 4.74 -6.04
H -3.52 -2.27 4.49
H 3.78 2.35 0.95
H -6.69 -1.48 1.29
O 5.68 -2.89 2.26
H -1.68 2.09 -1.84
F -0.83 -1.83 1.73
H -7.16 -2.64 0.04
C 10.45 3.87 -1.08
C -3.06 3.29 -2.95
H 11.41 4.37 -1.09
C 2.90 -2.55 0.03
O -6.68 -3.50 1.85
H 7.16 1.99 -1.18
H -5.84 -3.86 5.94
C -5.96 3.29 -6.42
H 9.60 5.12 0.44
P -6.02 -3.27 3.30
H -3.13 3.88 -3.86
C 3.37 -0.22 -0.12
C -5.75 -4.79 5.38
F -0.37 0.27 1.74
C 9.16 2.21 -1.93
C 3.80 -1.53 0.05
N 1.59 -2.29 -0.10
C 8.08 2.55 -1.12
H -2.64 -2.46 2.97
C -0.35 -0.78 -0.34
C -3.61 -2.28 3.40
O -6.46 -2.07 3.98
H -4.00 -1.33 3.05
H 3.21 -3.57 0.14
O 5.05 1.12 -1.07
H 0.91 -3.03 -0.10
C 5.44 -2.38 1.28
F -0.51 0.36 -0.96
H -3.38 3.92 -2.11
F -2.28 -0.40 1.01
H -6.30 -5.57 5.89
C -1.00 -0.69 1.06
H -4.71 -5.08 5.28
O 4.41 1.61 1.01
C 8.23 3.61 -0.25
O -4.48 -3.37 2.99
K -8.13 -4.34 2.75
H 1.66 1.03 -0.35
H -3.76 2.45 -3.03
N 5.19 -1.82 0.22
H -6.36 2.75 -7.26
Br -4.22 3.92 -6.91



97
Properties=species:S:1:pos:R:3 method="wB97M-V/def2-TZVPD" total_energy_ha=-24761.04506 homo_energy_ev=-2.80 total_charge=-1 lumo_ev=1.3
Cl 2.64 -6.62 1.59
H 4.25 -8.33 4.74
H 8.05 2.43 8.37
H 0.50 -0.06 -1.22
Cl 0.04 -7.91 1.86
Cl -0.75 5.37 0.50
H -1.90 -2.17 -8.15
C -0.19 6.48 -0.76
Cl -7.41 -1.44 1.32
Cl -6.27 7.07 -6.76
Cl -0.16 -4.24 1.12
Cl -7.66 2.50 3.00
Cl -1.40 -0.14 -4.84
H -2.44 -4.81 1.11
Cl -3.51 3.58 -7.88
Cl 5.15 4.05 9.82
Cl 4.95 5.60 7.36
C -1.86 -3.98 0.71
C 1.75 -8.16 1.51
Cl -3.36 7.26 -6.63
H -0.47 2.11 0.31
Cl 9.65 2.63 10.10
C 9.13 2.62 8.40
Cl -2.08 -3.94 -1.05
Cl -0.11 -3.58 -8.76
C -4.80 6.46 -5.97
Cl -3.15 0.13 0.04
Cl -2.83 -4.33 -8.02
Cl 2.45 -9.33 2.64
Cl 5.44 2.73 7.24
Cl -1.14 1.62 5.28
Cl 3.44 0.82 6.42
Cl 2.05 -4.71 -11.14
Cl 2.74 -1.02 4.28
Cl 8.99 6.92 10.26
Cl 1.71 -6.88 -13.06
H -3.69 -0.70 -4.85
Cl -0.17 -6.58 -10.85
H -2.74 1.42 3.55
C -1.54 -3.14 -7.80
H 0.81 6.82 -0.50
Cl 2.44 -7.68 6.10
Cl -2.45 -2.48 1.44
Cl -3.70 1.63 -4.52
C -1.66 1.60 3.58
Cl -4.86 1.72 2.70
H -0.18 3.15 -1.24
H -5.77 3.89 2.83
C 4.63 4.03 8.12
Cl -1.11 -3.00 -6.09
Cl 9.45 4.18 7.64
C 10.45 6.31 11.05
C -1.67 1.45 -1.63
Cl -1.34 3.17 2.82
H 1.86 1.12 -0.62
H -1.67 1.97 -2.70
H 3.55 3.85 8.09
Cl -0.72 2.81 -8.18
N -2.96 1.63 -0.86
Cl -3.33 0.17 -7.01
H 2.13 -7.03 -10.74
Cl -0.11 5.64 -2.32
H -4.72 5.39 -6.17
Cl -7.91 1.08 -0.05
Cl 10.36 6.55 12.80
H -5.84 -7.13 -6.72
Cl 2.06 -1.68 7.03
H -1.58 0.27 -1.83
Cl -6.77 -1.17 -1.51
H -1.62 4.98 -8.05
C -4.91 -7.64 -6.99
C 0.92 1.05 -1.31
Cl -5.16 -9.39 -6.81
H 10.53 5.24 10.85
Cl -0.85 0.30 2.70
C 4.15 -7.93 5.75
Cl -4.52 -7.25 -8.67
H 1.85 -8.56 0.50
C -5.97 2.95 3.34
Cl -5.73 3.17 5.08
C -3.11 0.13 -5.25
Cl 11.89 7.11 10.39
C -1.83 4.03 -7.55
Cl -3.63 -7.08 -5.90
H -5.84 0.00 0.31
H 1.29 0.13 5.73
Cl -1.25 7.89 -0.87
H 1.16 1.19 -2.47
C 1.51 -6.39 -11.36
C -0.33 2.03 -0.85
Cl 4.85 -9.11 6.88
Cl 9.94 1.32 7.52
Cl 5.04 -6.40 5.83
Cl -4.90 6.69 -4.22
C -6.85 -0.34 0.05
Cl -1.58 4.26 -5.81
C 2.25 -0.37 5.85